# C21H21FeN5O3S

C21H21FeN5O3S as an isolated structure in a non-equilibrium geometry (ωB97M-V/def2-TZVPD, OMol25).

Last column: Löwdin charge in e.
Geometry (Å):
Fe -0.4136 0.2460 -0.0015  0.626
O -2.2477 3.4852 2.0219  -0.033
C -1.6689 2.7191 1.2239  -0.457
N -1.2788 1.3817 1.5018  0.059
C -1.5239 0.8109 2.6727  -0.486
O -1.9465 1.2515 3.7408  0.002
C -1.2277 -0.6987 2.6699  -0.176
C -1.6720 -1.4769 3.7318  -0.015
C -1.4358 -2.8420 3.7061  -0.090
C -0.7524 -3.3883 2.6391  -0.078
C -0.3327 -2.5341 1.6324  -0.138
N -0.5790 -1.2285 1.6550  0.082
C -1.3743 3.1218 -0.1271  -0.218
C -1.7807 4.4088 -0.5986  -0.062
C -1.5334 4.7698 -1.8901  -0.152
C -0.8674 3.8586 -2.7656  -0.138
C -0.5104 2.6213 -2.2379  -0.193
N -0.7388 2.2440 -0.9941  0.025
H -2.1899 -0.9745 4.5366  0.105
H -1.7755 -3.4734 4.5196  0.092
H -0.5318 -4.4455 2.5810  0.093
H 0.2429 -2.8854 0.7833  0.043
H -2.2878 5.0592 0.1011  0.091
H -1.8454 5.7458 -2.2516  0.072
H -0.6402 4.1061 -3.7959  0.057
H -0.0062 1.8784 -2.8562  0.094
O 1.6962 0.6881 0.0435  -0.212
N 2.8325 0.5230 0.6456  -0.222
C 3.3720 1.6358 1.1988  -0.042
C 4.5871 1.6403 1.8279  -0.110
C 5.2880 0.4350 1.9007  -0.134
C 4.7322 -0.6919 1.3566  -0.140
C 3.4643 -0.7134 0.7111  -0.726
S 2.7681 -2.1171 0.0458  0.524
H 2.7417 2.5055 1.0821  0.133
H 4.9642 2.5609 2.2498  0.085
H 6.2574 0.3873 2.3839  0.085
H 5.2474 -1.6416 1.3964  0.078
C -1.4312 -1.1156 -3.7108  -0.081
C -1.1329 -1.7701 -2.3531  -0.771
C -2.3677 -2.6027 -1.9361  -0.082
C 0.0771 -2.6984 -2.4913  -0.097
N -0.7849 -0.7737 -1.4071  -0.049
H -1.7428 -1.8602 -4.4561  0.064
H -0.5372 -0.5997 -4.0681  0.067
H -2.2258 -0.3729 -3.5989  0.071
H -2.5888 -3.4133 -2.6455  0.060
H -3.2432 -1.9498 -1.8660  0.066
H -2.1910 -3.0345 -0.9462  0.059
H -0.1124 -3.4380 -3.2791  0.062
H 0.2754 -3.2219 -1.5523  0.044
H 0.9722 -2.1219 -2.7298  0.065

As for the expectation value of S²: 6.14. Its spin multiplicity is 5. As for the net charge: -2. The frontier orbital gap (alpha / beta) comes out at 0.138 / 0.224 hartree. As for the energy above the lowest of the compared OMol25 structures with the same formula, charge and spin: 0.00 kcal/mol. As for the total energy: -80931.3039 eV.

=====

# C21H21IrN2O3S4

C21H21IrN2O3S4 as an isolated structure in a non-equilibrium geometry (ωB97M-V/def2-TZVPD, OMol25).

Last column: Löwdin charge in e.
Geometry (Å):
Ir -0.0979 0.0049 -0.1755  0.862
C 3.0415 0.1357 -2.0593  -0.034
C 2.3521 0.8822 -0.9747  -0.323
N 1.9068 0.1703 0.0796  -0.226
N 2.4526 0.3935 1.3164  -0.033
C 1.7100 0.1129 2.3121  -1.103
S 0.0272 -0.3428 2.2218  0.580
S 2.4849 0.1902 3.9102  0.843
C 2.4978 -1.6177 4.2370  -0.433
C 3.5178 -2.3061 3.3805  -0.301
C 4.8381 -2.4328 3.8040  -0.062
C 5.7879 -3.0283 2.9886  -0.103
C 5.4285 -3.4926 1.7288  -0.108
C 4.1130 -3.3765 1.3027  -0.074
C 3.1615 -2.7865 2.1233  -0.035
C 2.1555 2.2781 -0.9657  -0.131
C 3.0545 3.1886 -1.5812  -0.040
C 2.9355 4.5318 -1.3922  -0.111
C 1.8567 5.0316 -0.6165  -0.087
C 0.9132 4.1986 -0.0973  -0.008
C 1.0058 2.7817 -0.2642  -0.332
O 0.0343 2.0526 0.1404  -0.227
H 4.0928 0.0051 -1.7870  0.098
H 2.9778 0.6531 -3.0177  0.078
H 2.5872 -0.8527 -2.1476  0.084
H 1.4913 -1.9794 4.0356  0.054
H 2.7277 -1.7038 5.2989  0.069
H 5.1203 -2.0495 4.7788  0.107
H 6.8084 -3.1371 3.3358  0.092
H 6.1721 -3.9420 1.0820  0.091
H 3.8172 -3.7505 0.3306  0.105
H 2.1378 -2.6932 1.7751  0.108
H 3.8909 2.7962 -2.1483  0.110
H 3.6615 5.2115 -1.8189  0.089
H 1.7710 6.0996 -0.4523  0.097
H 0.0608 4.5794 0.4499  0.113
C -2.5017 -0.0558 -4.2648  -0.141
C -2.0484 0.0053 -2.8243  -0.764
S -0.3813 0.1376 -2.5892  0.734
C -2.9502 -0.0178 -1.7820  -0.763
C -4.4443 -0.0779 -1.9976  -0.126
S -2.4601 0.0430 -0.1748  0.705
H -1.6384 -0.0689 -4.9266  0.051
H -3.1123 0.8148 -4.5161  0.080
H -3.0917 -0.9551 -4.4508  0.080
H -4.7159 -0.0853 -3.0508  0.059
H -4.9168 0.7837 -1.5224  0.072
H -4.8542 -0.9719 -1.5251  0.075
O -0.8134 -4.0617 0.0807  -0.019
C -0.8441 -2.8500 0.1994  -0.591
O -0.0103 -2.0244 -0.3500  -0.332
H -1.6287 -2.3825 0.8218  0.068

As for the expectation value of S²: 0.76. Its spin multiplicity is 2. As for the net charge: -1. The frontier orbital gap (alpha / beta) comes out at 0.222 / 0.205 hartree. As for the energy above the lowest of the compared OMol25 structures with the same formula, charge and spin: 49.20 kcal/mol. As for the total energy: -77423.1920 eV.

=====

# C21H21N3O2

An isolated molecule of C21H21N3O2 (ωB97M-V/def2-TZVPD, OMol25).

Last column: Löwdin charge in e.
Geometry (Å):
H 0.7911 1.9928 -1.7902  0.042
N 0.3480 2.2303 -0.9122  0.170
C -0.5203 1.3987 -0.5058  -0.391
N -1.0047 0.2242 -1.0721  0.023
C -0.5551 -0.3598 -2.3020  -0.085
C 0.4184 -1.5058 -2.1322  -0.147
C 0.7904 -1.9505 -0.8724  -0.039
C 1.6776 -3.0029 -0.7268  -0.084
C 2.2018 -3.6207 -1.8469  -0.083
C 1.8326 -3.1819 -3.1060  -0.048
C 0.9432 -2.1290 -3.2685  -0.233
C 0.5582 -1.6757 -4.6442  -0.043
C -1.9417 -0.3321 -0.2253  -0.163
C -2.6825 -1.4927 -0.3181  -0.013
C -3.5612 -1.7758 0.7201  -0.099
C -3.6866 -0.9296 1.8106  -0.100
C -2.9382 0.2365 1.9125  -0.014
C -2.0661 0.5257 0.8825  -0.146
N -1.2125 1.5864 0.6732  0.023
C -0.8910 2.6240 1.6029  -0.069
C 0.1063 2.1337 2.6896  -0.291
O 0.2982 3.1202 3.6686  0.002
C 1.3866 1.7114 2.0349  -0.241
C 2.5442 2.3901 1.7916  -0.018
C 3.3769 1.5005 1.0699  -0.054
C 2.6631 0.3548 0.9252  -0.118
O 1.4573 0.4706 1.5108  0.034
H -1.4337 -0.7095 -2.8601  0.138
H -0.0858 0.4316 -2.8991  0.127
H 0.3891 -1.4734 0.0087  0.108
H 1.9547 -3.3375 0.2619  0.106
H 2.8950 -4.4422 -1.7430  0.102
H 2.2418 -3.6658 -3.9816  0.108
H 1.0554 -2.2801 -5.3984  0.077
H 0.8361 -0.6336 -4.8012  0.084
H -0.5185 -1.7571 -4.7924  0.083
H -2.5782 -2.1627 -1.1572  0.111
H -4.1540 -2.6767 0.6758  0.099
H -4.3765 -1.1821 2.6014  0.099
H -3.0366 0.8870 2.7671  0.109
H -0.4316 3.4358 1.0321  0.129
H -1.8020 2.9784 2.0933  0.134
H -0.3332 1.2743 3.2097  0.159
H 0.7518 3.8685 3.2640  0.095
H 2.7881 3.3907 2.0856  0.109
H 4.3655 1.6962 0.7091  0.100
H 2.8868 -0.5762 0.4433  0.108

The frontier orbital gap comes out at 0.301 hartree. The SMILES is [H]/N=c1\n(Cc2ccccc2C)c2ccccc2n1C[C@H](O)c1ccco1. As for the energy above the lowest of the compared OMol25 structures with the same formula, charge and spin: 29.12 kcal/mol. As for the total energy: -30683.3330 eV.

=====

# C21H22As2BrF6N2O12PdS2

C21H22As2BrF6N2O12PdS2 as an isolated structure in a non-equilibrium geometry (ωB97M-V/def2-TZVPD, OMol25).

Last column: Löwdin charge in e.
Geometry (Å):
Pd -1.4956 -1.2486 0.2745  0.754
F -5.5773 -1.2280 -0.2596  0.192
C -4.2747 -1.2968 -0.1102  -0.605
F -3.7522 -1.8816 -1.2139  0.082
F -3.7773 -0.0266 -0.1596  0.051
S -3.6099 -2.1295 1.4934  0.598
O -2.9642 -1.0045 2.1124  -0.287
O -4.7005 -2.7477 2.1332  -0.186
N -2.6019 -3.0934 0.7474  -0.336
S -1.3602 -3.6277 1.5891  0.597
O -1.5069 -3.4666 2.9821  -0.211
O -0.1493 -3.2179 0.9053  -0.331
C -1.4331 -5.4603 1.2068  -0.660
F -2.5654 -6.0099 1.6096  0.175
F -0.4120 -6.1086 1.7524  0.172
F -1.3474 -5.5842 -0.1211  0.115
Br -1.7658 -5.2619 -3.7058  0.835
C -1.6529 -3.4141 -3.3912  -0.651
C -2.1139 -2.4974 -4.3280  -0.069
C -2.0257 -1.1478 -4.0332  -0.020
C -1.4981 -0.7655 -2.8112  -0.123
N -1.0363 -1.6516 -1.9285  -0.010
C -1.0984 -2.9520 -2.2011  -0.172
H -2.5312 -2.8390 -5.2607  0.118
H -2.3742 -0.4071 -4.7369  0.122
H -1.4118 0.2786 -2.5318  0.100
H -0.6860 -3.6379 -1.4701  0.089
C 2.6325 -0.0162 4.1975  -0.003
O 1.5183 -0.7605 3.7233  0.049
C 0.8547 -0.5815 2.6114  -0.510
O -0.2246 -1.1384 2.4871  -0.015
C 1.2919 0.3170 1.4925  -0.248
C 2.5368 0.4381 1.0266  -0.278
As 3.2447 1.9011 -0.1178  1.367
C 3.4675 3.2502 1.3238  -0.227
C 1.5872 2.6912 -0.7248  -0.291
C 0.3284 2.2497 -0.6648  -0.232
As -0.3678 0.8426 0.5369  1.335
C -1.2030 1.9558 1.9172  -0.191
C -0.7167 2.8830 -1.5225  -0.541
O -0.4886 3.4843 -2.5335  0.155
O -1.9428 2.5976 -1.0605  -0.118
C -3.0321 3.2194 -1.7576  -0.008
C 1.9527 3.9955 -1.3702  -0.583
O 1.4174 5.0365 -1.1215  0.155
O 3.0660 3.8258 -2.0793  -0.104
C 3.6251 4.9593 -2.7489  -0.006
C 3.7722 -0.2531 1.5150  -0.592
O 4.7089 0.4425 1.8387  0.086
O 3.8583 -1.5650 1.5828  0.016
C 2.9770 -2.4554 0.9139  -0.012
H 3.5637 -0.5436 3.9821  0.101
H 2.5037 0.0337 5.2803  0.113
H 2.6716 0.9938 3.7867  0.102
H 4.3266 2.9903 1.9404  0.032
H 2.5598 3.3149 1.9259  0.038
H 3.6549 4.2141 0.8481  0.037
H -0.5123 2.7213 2.2903  0.059
H -1.5150 1.2720 2.7123  0.039
H -2.0960 2.4342 1.5109  0.041
H -3.9385 2.7262 -1.4181  0.095
H -2.9092 3.1094 -2.8373  0.100
H -3.0566 4.2839 -1.5142  0.111
H 4.6728 4.7202 -2.9146  0.101
H 3.5215 5.8572 -2.1394  0.100
H 3.1152 5.1103 -3.7004  0.107
H 3.0232 -3.3948 1.4600  0.114
H 3.3361 -2.6064 -0.1072  0.112
H 1.9368 -2.1287 0.8855  0.057

As for the net charge: +1. The frontier orbital gap (alpha / beta) comes out at 0.241 / 0.241 hartree. As for the total energy: -282847.4543 eV.